A molecular structure, C12H38ClFN7O5P3S at a distorted geometry, computed with wB97M-V/def2-TZVPD.

Cartesian coordinates (Å):
O  1.94843  0.60427  0.78018
P  1.13626  1.47648  -0.06233
N  -0.37660  0.77099  -0.60447
Cl  -0.31356  -0.94505  -0.69132
S  -1.70027  1.34918  0.24288
O  -2.00511  2.59744  -0.32238
O  -1.50265  1.37537  1.63405
F  -2.85095  0.38356  -0.12042
H  0.88409  2.71185  0.56970
H  1.86658  1.75822  -1.23828
O  -2.20331  -2.11437  -3.95675
P  -3.05981  -3.25434  -4.43530
N  -2.21802  -4.54977  -3.63869
C  -2.18417  -5.93039  -4.08851
C  -2.36717  -4.53800  -2.18332
N  -2.55552  -3.16442  -6.09755
C  -1.89547  -4.25834  -6.78842
C  -1.87841  -1.92905  -6.49186
N  -4.42161  -4.28670  -4.87996
C  -5.12910  -3.96481  -6.13938
C  -5.48416  -4.16174  -3.83835
H  -3.15486  -6.43811  -4.01447
H  -1.47593  -6.49611  -3.47820
H  -1.81758  -6.03241  -5.10454
H  -3.34992  -4.90265  -1.85347
H  -2.22688  -3.52955  -1.78972
H  -1.61396  -5.17190  -1.71164
H  -0.89495  -4.45928  -6.38481
H  -1.79076  -4.02434  -7.85122
H  -2.48680  -5.17564  -6.76464
H  -0.83368  -1.91067  -6.16000
H  -2.38189  -1.05380  -6.09123
H  -1.88974  -1.82482  -7.58000
H  -5.43797  -2.91798  -6.18328
H  -6.01978  -4.59224  -6.22371
H  -4.54144  -4.18334  -7.02408
H  -5.87416  -3.14173  -3.77731
H  -5.10742  -4.42842  -2.84994
H  -6.31164  -4.83706  -4.05141
O  2.18463  3.84338  2.80075
P  3.00105  3.96104  4.05928
N  3.83144  2.44161  3.95930
C  4.35150  1.69429  5.09014
C  4.80552  2.37398  2.87033
N  1.65500  3.82018  5.15004
C  1.53533  2.75538  6.13116
C  0.33022  4.01681  4.55861
N  4.03113  4.54960  5.36842
C  3.41678  5.47442  6.34679
C  5.14842  5.34811  4.78336
H  5.19616  2.18787  5.58941
H  4.70226  0.71705  4.75041
H  3.59223  1.47331  5.83290
H  5.73110  2.92453  3.09352
H  4.38169  2.77498  1.94857
H  5.08593  1.33971  2.66649
H  1.39484  1.77413  5.66120
H  0.68085  2.94220  6.78714
H  2.39558  2.71648  6.80223
H  -0.00806  3.13188  4.00685
H  0.31780  4.86860  3.88422
H  -0.40332  4.22796  5.34104
H  2.92665  6.32190  5.86217
H  4.19064  5.85860  7.01610
H  2.69498  4.98886  6.99415
H  4.78142  6.23290  4.25508
H  5.72970  4.75909  4.07251
H  5.83839  5.67079  5.56196

The value obtained for the energy above the lowest of the compared OMol25 structures with the same formula, charge and spin is 147.00 kJ/mol.

7 unconnected molecules or ions with the total composition C12H38N2O7 at a distorted geometry, computed with wB97M-V/def2-TZVPD.

Cartesian coordinates (Å):
C  -2.79247  0.60677  2.80211
C  -1.34740  0.98070  2.38013
O  -1.20962  1.35606  1.11159
H  -3.50010  1.36521  2.62433
H  -2.88804  0.39145  3.89485
H  -3.20321  -0.23717  2.31647
H  -0.76239  0.09081  2.68020
H  -0.98749  1.81596  2.92744
H  -0.27972  1.10726  0.76944
C  0.77800  3.99255  0.86518
C  -0.62438  4.48510  1.37519
O  -0.83106  5.70147  0.76360
H  1.60301  4.78853  0.73915
H  0.56663  3.57207  -0.13095
H  1.15207  3.12719  1.42288
H  -0.77290  4.57974  2.41958
H  -1.47546  3.84680  1.08521
H  -1.02248  6.31418  1.45563
C  -0.59988  -3.83010  2.23763
C  -1.61697  -3.15373  3.19066
O  -2.56343  -2.68777  2.34318
H  -0.35325  -2.97764  1.56150
H  -0.96291  -4.64361  1.69048
H  0.28869  -4.02572  2.77806
H  -1.34992  -2.22947  3.68984
H  -1.98470  -3.78737  4.02425
H  -3.12396  -2.04044  2.75366
C  2.23169  -2.66860  -2.43215
C  1.48706  -2.04475  -3.57875
O  0.53718  -1.09957  -3.08226
H  1.46591  -2.87719  -1.69019
H  2.95932  -2.00633  -2.05385
H  2.78405  -3.62950  -2.72796
H  1.09847  -2.81155  -4.15471
H  2.16790  -1.59040  -4.23840
H  -0.17420  -1.55023  -2.63229
C  3.30290  3.02148  -1.65054
C  2.22243  2.50771  -2.53799
O  2.39058  1.07574  -2.53359
H  3.03517  4.10061  -1.68364
H  4.34608  2.92163  -2.12502
H  3.36027  2.72546  -0.64399
H  2.16784  2.95872  -3.54412
H  1.35684  2.72289  -1.99568
H  1.60224  0.76573  -3.04740
C  -2.02555  -1.99452  -1.05457
O  -2.35859  -0.74558  -0.49253
N  -1.94733  -3.07647  -0.34405
N  -1.71725  -2.21666  -2.33547
H  -2.17205  -2.96617  0.66121
H  -1.40543  -3.83991  -0.65871
H  -1.99391  -1.43938  -3.04563
H  -1.48643  -3.16295  -2.67194
C  0.98665  -0.56922  0.29716
O  1.25443  0.81780  0.19785
H  0.72005  -1.05253  1.27709
H  1.96235  -0.97890  -0.02863
H  0.20223  -0.74502  -0.45073
H  1.50242  0.93883  -0.76983

The value obtained for the energy above the lowest of the compared OMol25 structures with the same formula, charge and spin is 343.46 kJ/mol. As for the structure (SMILES): NC(N)=O.CCO.CCO.CCO.CCO.CCO.CO.

6 unconnected molecules or ions with the total composition C12H39N3O6 at a distorted geometry, computed with wB97M-V/def2-TZVPD.

Cartesian coordinates (Å):
C  -1.53098  -0.88986  -3.94200
C  -1.08854  -0.40689  -2.61284
C  -2.17012  -0.18728  -1.62135
O  -2.98038  0.83527  -2.05929
C  -3.96924  1.20111  -1.10898
N  -0.05444  -1.35002  -2.07252
H  -1.88018  -1.94691  -3.88050
H  -0.68521  -0.71066  -4.64487
H  -2.35920  -0.30356  -4.30251
H  -0.55181  0.48476  -2.75661
H  -1.62181  0.06024  -0.71551
H  -2.87997  -1.07391  -1.48579
H  -3.48387  1.72610  -0.26524
H  -4.59737  0.42244  -0.74676
H  -4.58051  1.90685  -1.69725
H  -0.47065  -2.23333  -1.81122
H  0.50629  -1.60393  -2.90634
C  1.31163  -1.75491  3.16242
C  0.21234  -2.43148  2.34996
C  -0.86897  -1.41993  1.90870
O  -1.23575  -0.66528  3.06778
C  -2.24261  0.30812  2.76263
N  0.70545  -3.18375  1.20945
H  1.51287  -0.74744  2.67889
H  2.16782  -2.37894  3.11044
H  1.03141  -1.56979  4.17170
H  -0.23197  -3.19337  2.98573
H  -1.74434  -1.95525  1.51930
H  -0.49206  -0.74924  1.15187
H  -3.15020  -0.21809  2.54346
H  -2.00348  0.96348  1.92617
H  -2.40122  0.88024  3.66722
H  1.37495  -2.60329  0.67080
H  1.27617  -3.97451  1.49479
C  3.06147  3.35971  1.32298
C  2.38160  2.34732  0.45243
C  0.98953  2.72372  -0.09003
O  0.09398  2.83516  0.96427
C  -1.02267  3.62776  0.59905
N  3.36788  1.85443  -0.64695
H  3.83973  2.88376  1.92027
H  2.50834  3.88337  2.10839
H  3.52518  4.15640  0.73700
H  2.19570  1.43464  1.04390
H  0.62628  1.89847  -0.71535
H  1.02648  3.60381  -0.77871
H  -1.39835  3.36584  -0.37878
H  -0.76511  4.69857  0.65416
H  -1.78472  3.38848  1.35953
H  3.52440  2.70464  -1.20265
H  4.25620  1.75331  -0.17521
O  -0.79016  -4.08489  -1.15789
H  -1.47382  -4.75798  -1.26315
H  -0.48740  -4.12436  -0.22779
O  3.80721  -2.23172  -1.64964
H  3.03991  -2.73136  -2.02225
H  3.40790  -1.85137  -0.84662
O  1.86247  -0.87193  -0.22697
H  2.28913  -0.14417  -0.67530
H  1.09479  -0.95858  -0.85640

The value obtained for the energy above the lowest of the compared OMol25 structures with the same formula, charge and spin is 35.12 kJ/mol. As for the structure (SMILES): COC[C@H](C)N.COC[C@H](C)N.COC[C@H](C)N.O.O.O.

A molecular structure, C12H3N7O6Rh at a distorted geometry, computed with wB97M-V/def2-TZVPD.

Cartesian coordinates (Å):
Rh  0.16445  -0.01318  -0.28825
O  -0.55484  -1.97994  5.29287
C  -0.42831  -1.55683  4.01583
C  -1.14962  -2.13877  2.97178
C  -0.96084  -1.63741  1.70343
N  -0.11006  -0.64118  1.52199
C  0.59153  -0.05964  2.48704
C  0.45122  -0.49595  3.78202
C  1.46565  1.08859  1.97847
O  2.11251  1.73667  2.77036
O  1.40231  1.27638  0.68942
C  -1.67969  -2.05755  0.41932
O  -2.48477  -2.96261  0.46406
O  -1.36386  -1.34167  -0.61877
H  -1.16918  -2.72122  5.33103
H  -1.84417  -2.95596  3.12072
H  1.00577  -0.02863  4.58261
O  1.53563  -1.33769  -0.59065
N  2.14104  -1.78319  0.48210
C  3.20958  -2.47389  0.20994
C  3.55031  -3.50271  1.14989
N  3.83542  -4.36352  1.85587
C  4.11414  -2.16289  -0.85896
N  4.90250  -1.92274  -1.65909
N  -0.15030  3.54372  -5.58611
C  0.28825  2.66118  -4.97588
N  0.85335  1.64068  -4.36759
C  0.55888  1.21055  -3.20815
N  0.34907  0.73022  -2.16837

As for the net charge: -1. The value obtained for the energy above the lowest of the compared OMol25 structures with the same formula, charge and spin is 6.20 kJ/mol.